(one)
Computed, not measured: C5H5NOS as an isolated structure, with ωB97M-V/def2-TZVPD.

Results
HOMO in eV: -8.17
Gap between HOMO and LUMO in eV: 7.469
Spin multiplicity: 1

Each line ends with the natural charge from an NBO analysis.
Element x y z (Å)
C  0.146  -1.351  -0.724  -0.161
C  0.704  -0.409  -1.506  -0.052
C  0.651  1.319  -0.143  0.066
C  -0.297  -0.841  0.685  -0.498
C  -0.917  0.524  0.750  -0.543
N  1.183  0.764  -1.104  -0.386
O  -0.364  3.014  1.593  -0.917
S  0.213  1.697  1.506  1.380
H  -0.104  -2.302  -0.888  0.209
H  1.003  -0.711  -2.616  0.197
H  -1.075  -1.582  0.968  0.232
H  0.694  -0.879  1.130  0.234
H  -1.838  0.757  0.348  0.240

(two)
Computed, not measured: an isolated molecule of C5H5NOS, with ωB97M-V/def2-TZVPD.

Results
HOMO in eV: -9.11
SMILES: O/N=C1/C=CCC1=S
Gap between HOMO and LUMO in eV: 7.888
Spin multiplicity: 1

Each line ends with the natural charge from an NBO analysis.
Element x y z (Å)
O  -2.649  1.341  0.000  -0.500
N  -1.358  1.691  -0.004  -0.001
C  -0.463  0.765  0.006  0.001
C  0.972  1.101  0.003  -0.206
C  1.707  -0.014  0.000  -0.168
C  0.849  -1.247  -0.002  -0.519
C  -0.561  -0.709  -0.004  -0.074
S  -1.920  -1.619  0.001  0.043
H  -2.711  0.364  0.004  0.461
H  1.347  2.135  -0.010  0.238
H  2.796  -0.053  0.005  0.223
H  0.995  -1.871  0.884  0.252
H  0.997  -1.882  -0.882  0.252

Least stable = (one)

(one)
Computed, not measured: an isolated molecule of C5H5NOS, with ωB97M-V/def2-TZVPD.

Results
HOMO in eV: -8.75
SMILES: C#CSCCN=C=O
Gap between HOMO and LUMO in eV: 9.233
Spin multiplicity: 1

Each line ends with the natural charge from an NBO analysis.
Element x y z (Å)
C  0.140  2.709  -0.447  -0.212
C  -0.561  1.841  -0.051  -0.297
S  -1.727  0.932  0.661  0.333
C  -1.355  -0.638  -0.179  -0.544
C  -0.201  -1.350  0.391  -0.228
N  0.942  -0.551  0.043  -0.552
C  2.108  -0.461  0.260  0.874
O  3.230  -0.112  0.451  -0.528
H  1.005  3.227  -0.881  0.247
H  -0.964  -0.363  -1.195  0.247
H  -2.209  -1.278  -0.417  0.242
H  -0.130  -1.541  1.436  0.214
H  -0.276  -2.416  -0.070  0.203

(two)
Computed, not measured: an isolated molecule of C5H5NOS, with ωB97M-V/def2-TZVPD.

Results
HOMO in eV: -8.98
SMILES: O/N=C1/C=CCC1=S
Gap between HOMO and LUMO in eV: 7.673
Spin multiplicity: 1

Each line ends with the natural charge from an NBO analysis.
Element x y z (Å)
O  0.703  -2.202  -0.331  -0.508
N  0.997  -1.378  0.659  0.014
C  0.356  -0.245  0.649  0.028
C  0.588  0.542  1.914  -0.240
C  -0.230  1.607  1.738  -0.180
C  -0.723  1.696  0.276  -0.525
C  -0.330  0.442  -0.428  -0.136
S  -0.621  -0.200  -1.899  0.035
H  0.431  -1.821  -1.116  0.464
H  1.403  0.575  2.712  0.263
H  -0.640  2.611  2.198  0.239
H  -0.047  2.712  0.048  0.276
H  -1.771  2.140  -0.310  0.272

Least stable = (two)

(one)
Computed, not measured: an isolated molecule of C3HNO3, with ωB97M-V/def2-TZVPD.

Results
HOMO in eV: -11.80
SMILES: N#CC(=O)OC=O
Gap between HOMO and LUMO in eV: 11.343
Spin multiplicity: 1

Each line ends with the natural charge from an NBO analysis.
Element x y z (Å)
N  1.128  2.060  0.764  -0.228
C  0.831  0.954  0.673  0.153
C  0.751  -0.519  0.527  0.708
O  1.562  -1.187  1.101  -0.458
O  -0.022  -1.076  -0.389  -0.487
C  -1.120  -0.301  -0.807  0.633
O  -1.440  0.595  -0.137  -0.496
H  -1.691  -0.526  -1.731  0.176

(two)
Computed, not measured: an isolated molecule of C3HNO3, with ωB97M-V/def2-TZVPD.

Results
HOMO in eV: -12.02
SMILES: N#CC(=O)OC=O
Gap between HOMO and LUMO in eV: 11.721
Spin multiplicity: 1

Each line ends with the natural charge from an NBO analysis.
Element x y z (Å)
N  -1.639  -1.422  1.392  -0.202
C  -1.197  -0.526  0.838  0.153
C  -0.665  0.596  0.095  0.715
O  -0.889  1.743  0.238  -0.435
O  -0.013  0.097  -1.148  -0.490
C  1.169  -0.118  -0.643  0.642
O  1.288  0.130  0.536  -0.551
H  1.946  -0.500  -1.308  0.169

Least stable = (two)

(one)
Computed, not measured: a 2-piece molecular cluster, C2H4ClNO2 overall, with ωB97M-V/def2-TZVPD.

Results
HOMO in eV: -10.65
SMILES: N[C@@H]1OC1=O.Cl
Gap between HOMO and LUMO in eV: 11.336
Spin multiplicity: 1

Each line ends with the natural charge from an NBO analysis.
Element x y z (Å)
N  0.578  -1.212  0.378  -0.801
C  0.394  -0.189  -0.499  0.116
O  1.613  0.844  -0.287  -0.462
C  0.406  1.129  -0.033  0.740
O  -0.306  2.004  0.404  -0.585
H  1.275  -1.827  0.192  0.390
H  0.215  -1.037  1.333  0.398
H  0.372  -0.611  -1.467  0.218
Cl  -2.525  -0.136  -0.158  -0.321
H  -2.022  1.036  0.138  0.308

(two)
Computed, not measured: an isolated molecule of C2H4ClNO2, with ωB97M-V/def2-TZVPD.

Results
HOMO in eV: -10.94
SMILES: [H]/N=C(\Cl)C(O)O
Gap between HOMO and LUMO in eV: 11.643
Spin multiplicity: 1

Each line ends with the natural charge from an NBO analysis.
Element x y z (Å)
H  -1.429  -1.974  -0.886  0.386
N  -0.699  -1.311  -0.611  -0.619
C  -0.988  -0.168  -0.251  0.308
Cl  -2.723  0.505  -0.234  -0.110
C  0.086  0.861  0.075  0.293
O  0.822  0.449  1.234  -0.718
O  0.966  1.107  -1.042  -0.708
H  -0.240  1.890  0.436  0.199
H  0.838  -0.554  1.398  0.488
H  1.674  0.502  -1.057  0.481

Least stable = (one)

(one)
Computed, not measured: a 2-piece molecular cluster, C2H4ClNO2 overall, with ωB97M-V/def2-TZVPD.

Results
HOMO in eV: -9.91
Gap between HOMO and LUMO in eV: 9.980
Spin multiplicity: 1

Each line ends with the natural charge from an NBO analysis.
Element x y z (Å)
C  -0.672  1.010  -0.132  0.714
C  -0.273  -0.449  -0.252  -0.101
N  0.984  -0.732  0.349  -0.869
O  0.171  1.903  0.510  -0.678
O  -1.830  1.304  -0.330  -0.531
Cl  -1.483  -1.575  0.248  0.037
H  -0.353  -0.645  -1.841  0.141
H  1.707  -0.570  -0.319  0.391
H  0.924  -1.656  0.729  0.395
H  0.825  1.410  1.039  0.501

(two)
Computed, not measured: a 2-piece molecular cluster, C2H4ClNO2 overall, with ωB97M-V/def2-TZVPD.

Results
HOMO in eV: -9.51
SMILES: C=CCl.O=NO
Gap between HOMO and LUMO in eV: 9.241
Spin multiplicity: 1

Each line ends with the natural charge from an NBO analysis.
Element x y z (Å)
C  -1.544  0.836  -0.708  -0.422
C  -1.622  -0.268  0.051  -0.212
Cl  -3.224  -0.663  0.605  -0.043
H  -0.529  1.209  -0.984  0.212
H  -2.455  1.563  -0.858  0.226
H  -0.916  -1.036  0.314  0.235
O  1.403  -1.059  1.179  -0.289
N  2.454  -0.484  1.021  0.349
O  2.785  -0.263  -0.312  -0.541
H  3.646  0.165  -0.309  0.485

(three)
Computed, not measured: an isolated molecule of C2H4ClNO2, with ωB97M-V/def2-TZVPD.

Results
HOMO in eV: -10.78
SMILES: N[C@@H](Cl)C(=O)O
Gap between HOMO and LUMO in eV: 11.245
Spin multiplicity: 1

Each line ends with the natural charge from an NBO analysis.
Element x y z (Å)
N  -1.031  0.649  0.192  -0.825
C  0.240  0.509  -0.408  -0.151
Cl  1.526  1.696  0.046  -0.052
C  0.786  -0.904  -0.098  0.755
O  1.921  -1.267  -0.217  -0.520
O  -0.245  -1.757  0.297  -0.704
H  -1.432  1.509  0.080  0.391
H  -0.827  0.353  1.167  0.363
H  0.143  0.492  -1.678  0.239
H  -1.081  -1.279  0.619  0.505

Least stable = (two)